[1]
DFT (ωB97M-V/def2-TZVPD) results for 2 unconnected molecules or ions with the total composition C8H10BrN2O7P at a distorted geometry.

Structure (XYZ):
```
29
Properties=species:S:1:pos:R:3:forces:R:3
C 1.86583 -1.52228 1.79110 -0.350 0.390 -0.217
C 1.04865 -1.53003 0.50816 0.087 0.097 0.363
O -0.31944 -0.98877 0.71455 -0.021 0.159 -0.325
C -0.52272 0.23901 0.25638 0.282 0.305 0.233
C 0.33206 1.30235 0.53795 -0.486 -0.783 -0.299
N 0.05322 2.53657 0.08185 0.603 -0.119 0.072
P 1.15962 3.92890 0.48545 0.061 0.537 -0.308
O 1.22191 3.64251 2.07957 0.004 -0.235 -0.315
Br 3.09882 3.15078 -0.21296 -0.347 -0.057 0.299
C -1.03705 2.80582 -0.64950 -0.478 -0.279 -0.292
C -1.92488 1.79595 -0.95664 0.298 -0.020 0.242
C -1.66109 0.51624 -0.50764 -0.227 -0.297 0.227
C -2.59535 -0.61698 -0.85143 -0.058 0.164 0.913
O -2.61868 -1.08858 -1.92120 -0.153 -0.314 -1.555
O -3.43296 -0.98847 0.13642 0.300 -0.015 0.296
H 2.86018 -1.13553 1.59717 0.266 -0.131 -0.020
H 1.93036 -2.51850 2.20366 0.082 -0.145 0.209
H 1.41117 -0.85872 2.52548 -0.064 -0.037 0.178
H 0.90836 -2.51902 0.10008 -0.139 -0.287 -0.170
H 1.50456 -0.94594 -0.28355 0.028 0.148 -0.153
H 1.21710 1.11107 1.12080 0.247 0.393 0.058
H 0.30523 3.56151 2.38549 0.134 0.103 0.465
H -1.20095 3.81600 -0.98500 0.210 0.216 0.067
H -2.81597 1.98433 -1.52926 -0.061 0.160 -0.170
H -2.97221 -0.86777 0.97853 -0.269 -0.019 0.176
N 0.54102 -3.70982 -2.41193 -0.161 0.097 0.007
O 0.65396 -3.08073 -3.47619 0.037 0.017 -0.003
O 1.38707 -3.52210 -1.48987 0.127 -0.049 0.010
O -0.39781 -4.49778 -2.22746 0.046 0.004 0.013
```
Positions in Å, forces in eV/Å.

For the molar mass, the calculation gives 357.05 g mol⁻¹. The highest occupied orbital energy is -6.668 eV. The HOMO-LUMO gap comes out at 4.2 eV.

[2]
DFT (ωB97M-V/def2-TZVPD) results for 2 unconnected molecules or ions with the total composition C8H10BrOP at a distorted geometry.

Structure (XYZ):
```
21
Properties=species:S:1:pos:R:3:forces:R:3
C -3.45184 -0.57680 0.09085 -0.400 -0.031 -0.624
C -2.67948 0.53792 0.49027 1.052 -1.160 -0.834
C -2.83155 -1.78094 -0.34407 -1.032 0.447 0.739
C -1.26549 0.33794 0.48320 -1.263 1.123 0.467
C -1.50330 -1.93807 -0.28096 2.218 2.186 0.545
C -0.72982 -0.84085 0.13209 2.452 -1.016 0.813
C 2.96908 2.37058 -0.43586 -0.887 -1.168 -0.089
C 0.84136 -0.93714 0.34250 -1.639 -0.871 1.333
O 2.03777 1.27537 -0.42703 -0.973 -0.835 1.940
P 1.73905 0.55357 1.01411 0.691 -0.689 -2.094
Br 5.47633 -0.23256 -0.23576 -0.590 0.059 0.285
H -4.55743 -0.65994 -0.03481 0.943 0.952 0.495
H -2.97870 1.55883 0.69037 -0.786 -0.338 0.182
H -3.38524 -2.64705 -0.63939 -0.764 -0.066 -0.203
H -0.47920 1.04703 0.79029 -1.305 0.547 -0.027
H -0.89588 -2.74560 -0.53738 0.094 -1.854 -0.571
H 2.59631 2.95016 -1.20371 -0.211 1.233 -2.145
H 3.88792 1.87440 -0.67167 1.077 0.432 0.282
H 2.85886 3.02875 0.39405 0.563 -0.058 1.311
H 1.22638 -1.32201 -0.53581 1.280 0.212 -2.473
H 1.12489 -1.85360 0.91871 -0.520 0.894 0.669
```
Positions in Å, forces in eV/Å.

Its energy above the lowest of the compared OMol25 structures with the same formula, charge and spin is 2.718 eV. For the molar mass, the calculation gives 233.05 g mol⁻¹. The highest occupied orbital energy (alpha / beta) is -9.412 / -7.739 eV. The HOMO-LUMO gap (alpha / beta) comes out at 7.7 / 4.5 eV.

[3]
DFT (ωB97M-V/def2-TZVPD) results for 2 unconnected molecules or ions with the total composition C8H10Cl2Si at a distorted geometry.

Structure (XYZ):
```
21
Properties=species:S:1:pos:R:3:forces:R:3
C 2.99012 0.90828 -0.76077 0.047 -1.053 -0.929
C 2.42257 -0.24009 -1.35792 -0.896 -0.471 0.796
C 2.36322 1.40955 0.38032 -0.387 0.006 -0.366
C 1.35249 -0.86691 -0.73487 -0.031 -1.467 -0.018
C 1.21370 0.81962 0.89093 0.537 0.086 -0.469
C 0.62881 -0.36694 0.35417 0.812 0.345 2.000
C -0.44712 -1.02077 1.04522 5.178 2.497 -0.893
C -1.92553 0.05456 -0.37570 -1.411 1.694 -2.583
Si -3.61939 -0.47453 0.20864 -0.417 2.586 0.109
Cl -1.27707 -0.27853 -1.97727 -0.980 -0.323 0.301
Cl -1.65254 1.70099 0.02066 -0.069 0.556 0.209
H 3.95156 1.27048 -1.13853 -0.571 0.290 0.116
H 2.66190 -0.79451 -2.26309 1.091 0.638 0.125
H 2.72513 2.33990 0.79984 0.097 -0.183 0.291
H 1.14563 -1.92165 -0.97174 -0.223 0.633 -0.625
H 0.81215 1.26960 1.76432 -0.596 0.297 0.619
H -0.68954 -1.94738 0.83302 -1.396 -4.390 -1.422
H -0.71349 -0.67777 1.95514 -1.070 1.387 2.737
H -3.86851 0.46492 1.38251 0.178 -0.720 -0.385
H -4.65357 0.14200 -0.79284 0.681 -1.325 0.562
H -3.42049 -1.79083 0.73797 -0.574 -1.084 -0.174
```
Positions in Å, forces in eV/Å.

For the molar mass, the calculation gives 205.16 g mol⁻¹. The highest occupied orbital energy (alpha / beta) is -6.130 / -9.032 eV. The spin multiplicity is 3. The HOMO-LUMO gap (alpha / beta) comes out at 6.9 / 7.0 eV. The expectation value of S² is 2.05.

[4]
DFT (ωB97M-V/def2-TZVPD) results for a molecular structure, C8H10ClMoN8O13 at a distorted geometry.

Structure (XYZ):
```
41
Properties=species:S:1:pos:R:3:forces:R:3
Mo 0.23910 -1.63231 0.54813 0.694 0.590 -1.047
N -2.25498 -1.62531 -0.96972 -0.011 0.027 -0.058
N -3.15472 -1.53986 0.10261 -0.015 0.128 0.227
C -2.76853 -2.00501 1.29332 -0.216 -0.047 -0.294
N -3.55475 -1.93105 2.35327 0.250 0.110 -0.342
N -1.55297 -2.63258 1.21763 -0.472 0.819 0.906
N -0.85840 -2.92038 2.36111 -1.238 -0.383 0.854
O 0.27602 -3.27097 2.01296 1.450 -0.128 0.312
O -1.23301 -2.80251 3.49584 -0.151 -0.316 -0.572
H -2.09301 -0.69618 -1.35839 -0.043 -0.003 0.037
H -2.62000 -2.26627 -1.66732 0.012 0.074 0.019
H -3.97062 -0.94529 0.03349 -0.012 -0.082 -0.069
H -4.42257 -1.41909 2.30718 0.004 -0.029 -0.027
H -3.18688 -2.15963 3.26136 0.107 -0.111 0.127
O 0.10870 0.67752 3.94515 -0.005 0.139 0.955
Cl 0.16961 0.51144 2.56936 -0.043 -1.058 0.089
O 0.67575 1.61385 1.87487 0.459 0.865 -0.529
O 1.06923 -0.69853 2.28014 -0.036 -0.169 -0.299
O -1.09331 0.07707 2.00955 -0.532 -0.122 -0.311
C 0.78418 -3.10615 -0.80511 0.236 -0.274 0.374
H 1.80117 -3.44678 -0.61670 0.026 -0.020 -0.111
H 0.72382 -2.62678 -1.78534 -0.004 -0.040 -0.014
H 0.09998 -3.94741 -0.70321 -0.079 0.004 -0.095
O 4.22227 4.27963 -2.06813 -0.048 0.131 -0.041
N 3.02106 4.36982 -2.19297 -0.019 -0.147 0.015
O 2.40539 5.30846 -2.64335 0.095 0.032 0.004
C 2.22785 3.20606 -1.75605 -0.142 -0.442 0.251
C 2.88795 2.12412 -1.18912 -0.648 0.452 -0.279
C 2.12797 1.03033 -0.79902 -0.615 0.075 0.047
C 0.70314 0.96017 -0.95593 0.514 0.754 -0.312
O -0.01055 -0.06026 -0.60442 -0.218 0.078 -0.070
C 0.09954 2.14013 -1.50564 0.618 -0.409 -0.032
C 0.84275 3.24250 -1.89075 0.424 -0.309 0.117
N -1.35682 2.28166 -1.63239 -0.207 -0.186 0.883
O -2.06290 1.28134 -1.56649 0.157 0.063 -0.318
O -1.78520 3.40521 -1.69191 -0.079 0.020 -0.297
N 2.86299 -0.03324 -0.13638 -0.352 -0.144 -0.208
O 3.99511 0.14962 0.16622 0.328 -0.032 0.091
O 2.32405 -1.15878 0.05148 -0.234 0.166 -0.007
H 3.96006 2.14316 -1.05661 -0.025 0.006 -0.003
H 0.35151 4.12226 -2.28872 0.072 -0.082 0.029
```
Positions in Å, forces in eV/Å.

Its energy above the lowest of the compared OMol25 structures with the same formula, charge and spin is 0.790 eV. For the molar mass, the calculation gives 557.60 g mol⁻¹. The highest occupied orbital energy (alpha / beta) is -12.671 / -13.160 eV. The spin multiplicity is 3. The HOMO-LUMO gap (alpha / beta) comes out at 7.6 / 8.0 eV. Its charge is +1. The expectation value of S² is 2.02.

[5]
DFT (ωB97M-V/def2-TZVPD) results for 2 unconnected molecules or ions with the total composition C8H10ClN2O2 at a distorted geometry.

Structure (XYZ):
```
23
Properties=species:S:1:pos:R:3:forces:R:3
C 0.50774 1.66046 -1.55890 -1.821 -2.097 2.461
C -0.30250 0.52647 -1.27710 4.836 3.381 -0.809
C 1.61898 1.70790 -0.62043 0.853 -0.178 -2.628
C 1.54768 0.36350 -0.02002 3.285 0.200 2.272
C 2.68430 2.57331 -0.71659 0.430 -4.050 3.612
C 2.40599 -0.25448 0.84452 -1.022 -0.556 -1.455
C -1.52578 0.23554 -1.95278 0.086 -0.433 2.757
C -2.42713 -0.67683 -1.10622 0.886 0.549 0.444
N -2.44838 -1.86959 -1.56342 -0.824 -2.025 -0.212
N -2.90950 -0.23428 0.01302 -1.414 0.060 -0.093
O -1.93431 0.75743 -2.93137 -0.722 0.593 -1.904
O 0.43486 -0.25461 -0.39836 -3.501 -1.565 -0.132
Cl -3.80134 0.74789 3.31928 -2.927 -1.630 1.199
H 0.31256 2.39468 -2.25104 -0.633 1.485 -1.468
H 3.58205 2.24115 -0.09155 -1.161 0.659 -1.004
H 2.69286 3.56393 -0.96039 -0.302 2.247 -1.462
H 2.18331 -1.23903 1.25306 -0.389 0.231 -0.198
H 3.45988 -0.07647 0.86814 0.265 1.062 0.361
H -2.85946 -2.77741 -1.34196 -0.229 0.775 0.712
H -2.08827 -1.82448 -2.45769 0.956 -0.919 -2.405
H -3.72586 -0.78579 0.37479 1.163 1.375 0.329
H -2.78394 0.78609 0.08367 -0.737 -0.773 0.866
H -5.00030 0.09953 3.83799 2.918 1.609 -1.244
```
Positions in Å, forces in eV/Å.

Its energy above the lowest of the compared OMol25 structures with the same formula, charge and spin is 1.695 eV. For the molar mass, the calculation gives 201.63 g mol⁻¹. The highest occupied orbital energy (alpha / beta) is -11.248 / -11.213 eV. The HOMO-LUMO gap (alpha / beta) comes out at 6.5 / 6.6 eV. Its charge is +1.

[6]
DFT (ωB97M-V/def2-TZVPD) results for 2 unconnected molecules or ions with the total composition C8H10F2N2O2 at a distorted geometry.

Structure (XYZ):
```
24
Properties=species:S:1:pos:R:3:forces:R:3
C -1.50119 1.26871 -0.16261 0.175 -0.017 -0.017
C -1.27918 -0.09239 -0.43684 0.006 0.278 0.078
C -0.24230 1.83283 -0.03096 -0.420 -0.240 -0.099
C 2.92125 -0.46670 -0.39650 0.216 -0.720 -0.250
C -2.29200 -1.15298 -0.67748 0.093 -0.055 -0.035
C 0.20416 3.21017 0.28758 0.093 0.018 0.071
C 2.82368 -2.58445 0.61972 0.044 -0.449 -0.215
C 2.57916 0.98198 -0.13243 -4.225 0.710 0.022
N 0.02853 -0.34429 -0.46794 -0.202 -0.787 -0.192
N 0.59458 0.80669 -0.23438 4.663 1.149 0.373
O 3.26014 -0.87330 -1.47061 -0.071 0.434 0.196
O 2.72370 -1.16409 0.70632 0.053 0.586 0.180
F 2.89602 1.86901 -1.05157 0.015 -0.776 0.427
F 2.78986 1.47700 1.07449 0.096 -0.419 -0.638
H -2.43949 1.77719 -0.07762 -0.252 0.116 0.026
H -2.17668 -1.56574 -1.67807 -0.085 -0.064 -0.055
H -2.17440 -1.96402 0.03824 -0.077 -0.084 0.036
H -3.28851 -0.72992 -0.57898 -0.093 -0.084 -0.013
H -0.61815 3.90717 0.14903 0.008 0.046 0.007
H 0.54109 3.26922 1.32352 0.011 0.116 0.011
H 1.02910 3.50731 -0.35791 -0.003 0.121 0.000
H 3.23909 -2.87386 -0.34582 -0.036 -0.006 0.145
H 1.82301 -2.99777 0.73522 0.031 0.063 -0.016
H 3.46589 -2.91816 1.43259 -0.038 0.062 -0.042
```
Positions in Å, forces in eV/Å.

Its energy above the lowest of the compared OMol25 structures with the same formula, charge and spin is 0.000 eV. For the molar mass, the calculation gives 204.18 g mol⁻¹. The highest occupied orbital energy is -8.675 eV. The HOMO-LUMO gap comes out at 8.5 eV.